1.
{"formula": "C33H30N4V", "method": "ωB97M-V with the def2-TZVPD basis set", "orbital_gap_ev": [7.91, 8.11], "total_charge": 1, "lumo_ev": [-3.00, -2.89], "homo_ev": [-10.9053, -10.9979], "energy_ha": -2438.39818, "spin_multiplicity": 3, "fmax_ha_per_bohr": 0.0011, "e_above_lowest_kcal_mol": 0.0, "species": ["V", "C", "C", "C", "C", "C", "C", "C", "N", "C", "N", "C", "C", "C", "C", "C", "C", "C", "N", "C", "C", "C", "C", "C", "C", "C", "H", "H", "H", "H", "H", "H", "H", "H", "H", "H", "H", "H", "H", "H", "H", "H", "H", "H", "H", "H", "H", "H", "C", "C", "C", "C", "N", "C", "C", "C", "C", "C", "C", "C", "H", "H", "H", "H", "H", "H", "H", "H"], "coordinates": [[0.288, -0.185, -0.146], [-3.578, -4.202, -2.014], [-2.991, -5.263, -1.126], [-3.762, -6.330, -0.674], [-3.221, -7.328, 0.122], [-1.884, -7.280, 0.491], [-1.099, -6.220, 0.064], [-1.649, -5.228, -0.736], [-0.817, -4.138, -1.157], [-0.793, -2.935, -0.541], [-1.633, -2.775, 0.492], [-1.925, -1.632, 1.284], [-1.234, -0.428, 1.149], [-1.622, 0.634, 1.978], [-2.641, 0.499, 2.900], [-3.302, -0.719, 3.010], [-2.966, -1.800, 2.212], [-3.704, -3.107, 2.342], [0.030, -1.979, -0.944], [0.896, -2.222, -2.065], [2.211, -2.608, -1.824], [3.091, -2.789, -2.880], [2.648, -2.580, -4.177], [1.337, -2.190, -4.411], [0.437, -2.000, -3.368], [-0.974, -1.555, -3.623], [-4.642, -4.377, -2.166], [-3.095, -4.203, -2.993], [-3.459, -3.203, -1.590], [-4.805, -6.380, -0.962], [-3.844, -8.148, 0.453], [-1.455, -8.057, 1.108], [-0.056, -6.156, 0.348], [-0.112, -4.297, -1.862], [-2.169, -3.601, 0.716], [-1.114, 1.590, 1.893], [-2.927, 1.330, 3.531], [-4.103, -0.832, 3.730], [-4.477, -3.033, 3.103], [-3.040, -3.926, 2.634], [-4.196, -3.392, 1.407], [2.532, -2.766, -0.800], [4.112, -3.090, -2.690], [3.325, -2.716, -5.010], [1.002, -2.022, -5.428], [-1.159, -1.455, -4.691], [-1.165, -0.588, -3.154], [-1.699, -2.262, -3.216], [3.955, 0.498, 2.109], [4.412, 1.662, 1.503], [3.678, 2.245, 0.488], [2.485, 1.663, 0.073], [2.062, 0.522, 0.666], [2.771, -0.037, 1.656], [1.600, 2.214, -0.984], [1.915, 3.401, -1.642], [1.053, 3.914, -2.597], [-0.132, 3.253, -2.890], [-0.446, 2.071, -2.230], [0.407, 1.519, -1.278], [4.498, 0.021, 2.911], [5.339, 2.117, 1.827], [4.030, 3.153, 0.022], [2.357, -0.939, 2.089], [2.826, 3.942, -1.422], [1.302, 4.835, -3.106], [-0.812, 3.663, -3.626], [-1.387, 1.583, -2.462]]}

***

2.
{"formula": "C3H3NO2", "method": "ωB97M-V with the def2-TZVPD basis set", "smiles": "N#CCOC=O", "orbital_gap_ev": 12.23, "total_charge": 0, "lumo_ev": 0.66, "homo_ev": -11.5665, "energy_ha": -321.33211, "fmax_ha_per_bohr": 0.0223, "e_above_lowest_kcal_mol": 28.6, "species": ["N", "C", "C", "O", "C", "O", "H", "H", "H"], "coordinates": [[-2.514, 1.164, 0.338], [-1.658, 0.420, 0.116], [-0.602, -0.559, -0.184], [0.522, 0.081, -0.783], [1.563, 0.341, 0.037], [1.620, 0.065, 1.202], [-0.980, -1.278, -0.913], [-0.304, -1.073, 0.734], [2.352, 0.838, -0.545]]}

***

3.
{"formula": "C18H19NO3", "method": "ωB97M-V with the def2-TZVPD basis set", "smiles": "Cc1cc(C)c(C(=O)[C@H](C)OC(=O)c2ccccn2)cc1C", "orbital_gap_ev": 9.02, "total_charge": 0, "lumo_ev": -0.13, "homo_ev": -9.1508, "energy_ha": -977.32048, "fmax_ha_per_bohr": 0.2964, "e_above_lowest_kcal_mol": 328.2, "species": ["C", "C", "C", "C", "C", "C", "C", "O", "C", "C", "O", "C", "O", "C", "C", "C", "C", "C", "N", "C", "C", "C", "H", "H", "H", "H", "H", "H", "H", "H", "H", "H", "H", "H", "H", "H", "H", "H", "H", "H", "H"], "coordinates": [[2.903, -2.915, -0.580], [1.528, -2.272, -0.593], [0.829, -1.887, 0.560], [-0.349, -1.502, 0.596], [-0.864, -1.244, 1.910], [-0.879, -1.354, -0.685], [-2.261, -0.825, -0.728], [-3.527, -1.500, -1.003], [-2.544, 0.683, -0.541], [-2.929, 1.194, -1.683], [-1.345, 1.139, 0.006], [-1.567, 2.099, 0.852], [-2.556, 2.907, 0.985], [-0.197, 2.494, 1.480], [0.135, 3.809, 1.852], [1.221, 4.312, 2.281], [2.494, 3.224, 2.483], [1.956, 2.042, 2.033], [0.701, 1.795, 1.246], [-0.431, -1.897, -1.775], [0.874, -2.468, -1.736], [1.419, -2.647, -3.288], [3.512, -2.306, -1.304], [2.815, -4.058, -1.091], [3.367, -2.953, 0.522], [1.371, -2.282, 1.666], [-0.515, -0.313, 2.264], [-0.959, -1.943, 2.648], [-2.035, -1.021, 1.710], [-3.485, 0.745, 0.353], [-2.975, 2.361, -1.490], [-3.782, 0.782, -2.128], [-2.178, 1.347, -2.475], [-0.633, 4.662, 1.768], [1.496, 5.297, 2.594], [3.350, 3.464, 2.735], [2.631, 1.162, 2.101], [-1.140, -1.755, -2.883], [1.707, -3.734, -3.265], [2.342, -2.062, -3.352], [0.502, -2.580, -4.043]]}

***

4.
{"formula": "CH9Na4O8", "method": "ωB97M-V with the def2-TZVPD basis set", "orbital_gap_ev": 2.68, "total_charge": 1, "lumo_ev": -6.06, "homo_ev": -8.7396, "energy_ha": -1294.35315, "fmax_ha_per_bohr": 0.1640, "e_above_lowest_kcal_mol": 35.2, "species": ["Na", "Na", "Na", "Na", "O", "H", "C", "O", "O", "O", "O", "H", "H", "O", "H", "H", "O", "H", "H", "O", "H", "H"], "coordinates": [[-5.521, -0.861, -7.960], [-7.852, 1.754, -8.838], [-3.164, 1.836, -8.084], [-5.299, 1.120, -10.532], [-5.493, 1.647, -7.991], [-6.402, 1.958, -8.169], [-7.100, 4.167, -11.005], [-8.184, 4.263, -11.603], [-6.632, 3.070, -10.742], [-6.339, 5.071, -10.699], [-8.311, 0.238, -6.898], [-9.160, -0.187, -6.779], [-7.869, 0.131, -6.055], [-8.411, 4.883, -8.039], [-8.453, 5.661, -8.594], [-7.475, 4.736, -7.902], [-5.297, 1.690, -5.254], [-4.758, 1.041, -4.802], [-5.264, 1.432, -6.175], [-5.773, 4.211, -7.028], [-5.951, 4.030, -6.105], [-5.587, 3.352, -7.409]]}

***

5.
{"formula": "C2H10O3Si3", "method": "ωB97M-V with the def2-TZVPD basis set", "smiles": "C=C[SiH2][SiH3].O=[Si](O)O", "orbital_gap_ev": 9.55, "total_charge": 0, "lumo_ev": -0.22, "homo_ev": -9.7761, "energy_ha": -1176.41004, "fmax_ha_per_bohr": 0.0775, "e_above_lowest_kcal_mol": 3.0, "species": ["C", "C", "Si", "Si", "H", "H", "H", "H", "H", "H", "H", "H", "O", "Si", "O", "O", "H", "H"], "coordinates": [[0.428, 0.521, -2.031], [0.094, -0.607, -1.521], [-1.719, -1.218, -1.566], [-2.624, -1.113, 0.714], [1.481, 0.744, -2.151], [-0.363, 1.008, -2.598], [0.769, -1.304, -1.029], [-1.417, -2.537, -2.039], [-2.596, -0.666, -2.630], [-1.611, -0.271, 1.525], [-3.159, -2.406, 1.329], [-3.805, -0.101, 0.512], [2.974, -0.569, 1.707], [2.683, 0.896, 1.954], [3.651, 2.173, 2.247], [1.226, 1.500, 1.620], [3.415, 2.960, 2.789], [0.572, 0.990, 1.168]]}

***

6.
{"formula": "C29H76O11", "method": "ωB97M-V with the def2-TZVPD basis set", "smiles": "CC(C)O.CC(C)O.CC(C)O.CC(C)O.CC(C)O.CC(C)O.CC(C)O.COCCOC.COCCOC", "orbital_gap_ev": 10.26, "total_charge": 0, "lumo_ev": 0.73, "homo_ev": -9.5240, "energy_ha": -1978.01230, "fmax_ha_per_bohr": 0.0596, "species": ["C", "C", "C", "O", "H", "H", "H", "H", "H", "H", "H", "H", "C", "C", "C", "O", "H", "H", "H", "H", "H", "H", "H", "H", "C", "C", "C", "O", "H", "H", "H", "H", "H", "H", "H", "H", "C", "C", "C", "O", "H", "H", "H", "H", "H", "H", "H", "H", "C", "C", "C", "O", "H", "H", "H", "H", "H", "H", "H", "H", "C", "C", "C", "O", "H", "H", "H", "H", "H", "H", "H", "H", "C", "C", "C", "O", "H", "H", "H", "H", "H", "H", "H", "H", "C", "O", "C", "C", "O", "C", "H", "H", "H", "H", "H", "H", "H", "H", "H", "H", "C", "O", "C", "C", "O", "C", "H", "H", "H", "H", "H", "H", "H", "H", "H", "H"], "coordinates": [[1.409, -3.132, -3.537], [0.699, -4.281, -2.847], [1.583, -5.022, -1.915], [-0.496, -3.787, -2.190], [2.239, -3.613, -4.080], [1.895, -2.563, -2.761], [0.783, -2.642, -4.228], [0.291, -4.933, -3.641], [2.074, -4.413, -1.166], [2.319, -5.523, -2.526], [0.962, -5.758, -1.380], [-1.116, -4.519, -1.979], [-3.924, 1.575, -0.474], [-4.073, 0.085, -0.480], [-5.004, -0.362, -1.585], [-2.878, -0.636, -0.574], [-3.281, 1.856, 0.357], [-4.912, 2.033, -0.432], [-3.427, 1.877, -1.418], [-4.500, -0.172, 0.496], [-5.889, 0.262, -1.675], [-5.261, -1.416, -1.558], [-4.381, -0.234, -2.439], [-2.326, -0.459, -1.374], [-3.117, -0.611, 2.585], [-2.590, -0.559, 3.997], [-1.383, -1.340, 4.130], [-2.301, 0.807, 4.404], [-3.950, 0.067, 2.520], [-3.425, -1.654, 2.340], [-2.364, -0.323, 1.892], [-3.372, -0.784, 4.702], [-1.596, -2.383, 3.932], [-0.891, -1.224, 5.087], [-0.684, -1.054, 3.325], [-2.261, 0.866, 5.375], [4.761, 2.743, -0.020], [4.276, 1.486, -0.712], [4.006, 1.714, -2.196], [5.262, 0.374, -0.632], [3.920, 3.449, -0.003], [5.594, 3.259, -0.470], [5.058, 2.532, 1.004], [3.365, 1.142, -0.209], [3.622, 0.758, -2.594], [4.866, 2.007, -2.774], [3.214, 2.473, -2.334], [5.954, 0.431, -1.343], [-1.264, 3.239, 1.460], [-1.926, 3.674, 2.748], [-3.412, 3.366, 2.759], [-1.178, 3.199, 3.848], [-1.137, 2.178, 1.390], [-0.266, 3.716, 1.391], [-1.837, 3.519, 0.559], [-1.931, 4.745, 2.946], [-3.864, 3.442, 3.756], [-3.663, 2.332, 2.428], [-3.948, 4.029, 2.068], [-1.181, 2.233, 3.868], [2.812, -1.312, 3.180], [3.686, -0.541, 2.216], [5.059, -0.414, 2.746], [3.693, -1.205, 0.972], [1.808, -1.372, 2.755], [2.811, -0.757, 4.089], [3.067, -2.357, 3.390], [3.306, 0.511, 2.145], [5.615, 0.141, 1.983], [5.528, -1.374, 2.876], [5.055, 0.042, 3.745], [4.351, -0.817, 0.358], [0.252, 1.377, -1.708], [0.544, -0.115, -1.699], [0.717, -0.573, -0.271], [-0.508, -0.846, -2.289], [1.068, 1.956, -1.339], [-0.591, 1.606, -1.061], [-0.090, 1.709, -2.698], [1.455, -0.278, -2.325], [-0.182, -0.249, 0.232], [1.611, -0.128, 0.225], [0.782, -1.665, -0.263], [-0.433, -1.770, -2.018], [-0.246, 8.194, -0.340], [0.821, 7.306, -0.604], [0.497, 6.047, -0.111], [1.739, 5.149, -0.253], [1.942, 4.721, -1.572], [2.416, 5.726, -2.463], [0.036, 9.186, -0.731], [-0.155, 8.383, 0.745], [-1.244, 7.886, -0.612], [-0.350, 5.662, -0.671], [0.203, 6.123, 0.965], [1.618, 4.265, 0.391], [2.575, 5.810, 0.090], [1.671, 6.525, -2.592], [2.663, 5.310, -3.442], [3.325, 6.174, -2.074], [-0.626, -7.627, -3.201], [-1.427, -6.652, -2.589], [-2.277, -7.244, -1.739], [-3.023, -6.202, -0.929], [-2.036, -5.341, -0.389], [-2.329, -4.535, 0.753], [-0.065, -7.137, -4.005], [-1.277, -8.401, -3.555], [0.052, -8.121, -2.406], [-1.666, -7.897, -1.056], [-2.948, -7.928, -2.255], [-3.588, -6.584, -0.050], [-3.753, -5.622, -1.478], [-1.555, -3.748, 0.780], [-2.257, -4.991, 1.733], [-3.295, -4.078, 0.597]]}